Entry 1:
83
Properties=species:S:1:pos:R:3:mulliken_charge:R:1 method="wB97M-V/def2-TZVPD" charge=+1 e_homo_ha=-0.384
C 3.722 1.430 3.066 -1.11
C 2.589 1.759 1.976 0.08
Br 2.859 0.802 0.270 -0.08
C 2.458 3.364 1.836 -0.71
Br 2.045 3.822 -0.042 0.01
N 1.452 3.852 2.823 -0.09
C 0.772 5.062 2.406 0.10
N 1.471 6.266 2.064 -0.50
N -0.548 5.060 2.394 0.04
C -1.397 3.900 2.769 -1.16
C -1.388 2.702 1.735 1.15
O -2.199 1.649 2.318 -0.54
C -2.028 3.035 0.325 -0.90
N -1.200 3.933 -0.523 -0.26
H 3.417 0.613 3.772 0.28
H 4.633 1.116 2.474 0.35
H 3.915 2.378 3.658 0.34
H 1.619 1.392 2.411 0.31
H 3.467 3.804 2.069 0.63
H 1.953 4.126 3.686 0.36
H 0.894 6.753 1.365 0.28
H 2.388 6.039 1.661 0.35
H -1.006 5.939 2.131 0.33
H -2.466 4.284 2.812 0.50
H -1.178 3.532 3.816 0.24
H -0.381 2.242 1.550 -0.35
H -3.072 2.054 2.480 0.39
H -3.054 3.528 0.398 0.28
H -2.093 2.050 -0.235 0.38
H -1.095 3.573 -1.469 0.17
H -1.535 4.893 -0.513 0.15
C -4.243 3.671 -4.517 -0.61
C -3.768 4.863 -5.324 -0.56
C -2.947 5.628 -4.302 -0.48
O -2.399 4.656 -3.399 -0.36
C -3.044 3.394 -3.629 -0.26
H -4.527 2.813 -5.127 0.36
H -5.104 3.957 -3.905 0.27
H -3.125 4.525 -6.142 0.26
H -4.577 5.456 -5.749 0.34
H -3.574 6.312 -3.720 0.28
H -2.138 6.201 -4.758 0.27
H -2.325 2.735 -4.128 0.29
H -3.324 2.945 -2.674 0.17
C 1.750 -4.058 0.132 -0.71
C 1.450 -2.802 0.916 0.17
C 0.425 -2.114 0.035 -0.27
O -0.296 -3.148 -0.647 -0.42
C 0.393 -4.395 -0.455 -0.30
H 2.164 -4.864 0.736 0.37
H 2.459 -3.833 -0.672 0.29
H 0.999 -3.065 1.877 -0.30
H 2.328 -2.184 1.109 0.34
H 0.910 -1.487 -0.723 0.17
H -0.272 -1.496 0.606 0.21
H -0.200 -5.002 0.238 0.24
H 0.466 -4.925 -1.407 0.19
C 2.727 -4.439 5.359 -0.49
C 1.470 -5.284 5.395 -0.57
C 1.016 -5.232 3.948 -0.43
O 2.198 -5.103 3.146 -0.29
C 3.307 -4.795 4.003 -0.41
H 3.415 -4.639 6.181 0.36
H 2.461 -3.377 5.385 0.21
H 1.722 -6.312 5.671 0.26
H 0.715 -4.919 6.091 0.33
H 0.384 -4.356 3.761 0.25
H 0.467 -6.127 3.649 0.29
H 3.941 -5.686 4.065 0.28
H 3.891 -3.981 3.569 0.24
C -0.827 -3.318 -4.012 -0.17
C -1.651 -4.583 -4.139 -0.47
C -1.235 -5.092 -5.507 -0.45
O 0.119 -4.668 -5.711 -0.42
C 0.465 -3.713 -4.700 -0.34
H -0.679 -2.993 -2.981 0.00
H -1.310 -2.504 -4.562 0.30
H -1.353 -5.299 -3.367 0.18
H -2.726 -4.419 -4.055 0.38
H -1.848 -4.650 -6.300 0.25
H -1.295 -6.179 -5.587 0.29
H 1.155 -4.200 -4.000 0.19
H 0.976 -2.863 -5.157 0.29


Entry 2:
80
Properties=species:S:1:pos:R:3:mulliken_charge:R:1 method="wB97M-V/def2-TZVPD" charge=+3 e_homo_ha="-0.599 / -0.578"
In 1.350 0.987 2.257 0.85
P 0.059 -1.471 -2.177 0.73
P 0.468 -1.383 2.699 0.94
P 1.295 2.248 -0.164 1.06
H 3.354 -0.591 3.441 0.26
C 3.233 0.484 3.252 -0.53
C 2.374 1.264 4.105 -0.72
H 1.844 0.767 4.931 0.35
C -0.025 -3.229 -2.693 -1.24
C -1.513 -1.424 -1.213 -0.98
C -0.596 -0.769 -3.739 -1.39
C 0.830 -2.052 4.362 -1.57
C -1.344 -1.562 2.589 -0.65
C 1.120 -2.677 1.598 -1.08
C 2.223 3.818 0.047 -1.34
C -0.346 2.902 -0.651 -1.03
C 1.886 1.738 -1.827 -0.97
H 4.122 0.926 2.783 0.52
H 2.580 2.330 4.273 0.44
H -1.055 -3.602 -2.656 0.41
H 0.594 -3.828 -2.021 0.39
H 0.364 -3.335 -3.710 0.47
H -2.370 -1.465 -1.902 0.53
H -1.570 -0.501 -0.619 -0.05
H -1.562 -2.283 -0.526 0.43
H 0.132 -0.958 -4.533 0.43
H -0.741 0.313 -3.657 0.34
H -1.547 -1.246 -3.998 0.44
H 0.526 -3.106 4.394 0.49
H 0.271 -1.493 5.121 0.43
H 1.899 -1.981 4.590 0.42
H -1.586 -2.481 2.034 0.54
H -1.795 -0.694 2.082 -0.29
H -1.760 -1.633 3.605 0.49
H 1.268 -3.594 2.182 0.51
H 2.076 -2.388 1.150 0.22
H 0.418 -2.871 0.779 0.27
H 1.851 4.558 -0.676 0.44
H 3.292 3.633 -0.129 0.39
H 2.093 4.205 1.066 0.42
H -0.226 3.540 -1.539 0.60
H -0.784 3.486 0.168 0.42
H -1.016 2.065 -0.879 -0.08
H 2.832 2.248 -2.058 0.51
H 1.149 2.008 -2.597 0.42
H 2.060 0.656 -1.872 -0.06
C 4.352 -1.497 -0.986 -0.10
C 5.625 -1.708 -1.557 -0.49
C 6.639 -0.790 -1.273 -0.45
C 6.386 0.332 -0.470 -0.75
C 5.093 0.578 0.003 -0.41
C 4.061 -0.317 -0.282 0.84
O 3.488 -2.585 -0.876 -0.51
H 2.716 -2.450 -1.410 0.12
H 5.810 -2.608 -2.162 0.46
H 7.634 -0.949 -1.702 0.41
H 7.206 1.009 -0.219 0.42
H 4.863 1.491 0.563 0.25
H 3.057 -0.186 0.135 0.09
C -4.054 2.029 -0.653 -0.83
N -4.063 2.463 0.721 0.16
C -4.863 3.622 1.051 -0.55
C -5.060 3.672 2.542 -0.74
C -3.723 3.658 3.236 -0.47
N -2.960 2.519 2.787 0.22
C -1.783 2.169 3.549 -0.48
C -3.072 1.978 1.528 0.20
O -2.291 1.084 1.130 -0.79
H -3.869 0.952 -0.712 0.22
H -3.283 2.544 -1.249 0.24
H -5.031 2.249 -1.098 0.40
H -4.376 4.549 0.701 0.26
H -5.816 3.520 0.524 0.39
H -5.655 2.812 2.869 0.32
H -5.599 4.581 2.811 0.37
H -3.841 3.567 4.320 0.36
H -3.177 4.595 3.030 0.30
H -1.880 2.578 4.562 0.36
H -1.676 1.078 3.609 0.07
H -0.861 2.572 3.095 -0.11


Entry 3:
81
Properties=species:S:1:pos:R:3:mulliken_charge:R:1 method="wB97M-V/def2-TZVPD" e_above_lowest_ev=0.0000 charge=+3 e_homo_ha=-0.593
In -0.103 0.182 -0.271 1.81
P 1.978 -1.090 1.593 0.75
P 1.921 2.027 -0.422 0.81
P -0.736 -2.397 -0.678 0.97
H -1.021 2.933 -3.082 0.46
C -0.532 2.177 -3.697 -1.71
C -0.524 0.828 -3.011 1.14
H 0.304 0.938 -2.248 -1.55
C 3.367 -1.979 0.776 -1.23
C 2.939 0.003 2.712 -1.50
C 1.489 -2.348 2.835 -1.36
C 1.713 3.336 -1.685 -1.24
C 2.179 3.008 1.103 -1.10
C 3.527 1.288 -0.891 -1.01
C -2.042 -2.725 -1.915 -1.16
C -1.363 -3.267 0.805 -1.04
C 0.696 -3.389 -1.248 -1.43
H -1.033 2.204 -4.671 0.39
H -1.535 0.654 -2.575 0.46
H 3.924 -2.524 1.549 0.49
H 4.039 -1.278 0.269 0.43
H 2.984 -2.687 0.032 0.25
H 3.506 -0.622 3.414 0.49
H 2.246 0.633 3.283 0.32
H 3.641 0.635 2.158 0.50
H 2.310 -3.066 2.962 0.44
H 0.586 -2.879 2.519 0.14
H 1.288 -1.859 3.796 0.53
H 2.370 4.193 -1.469 0.59
H 0.670 3.685 -1.684 0.36
H 1.967 2.940 -2.678 0.27
H 2.979 3.745 0.942 0.53
H 2.449 2.363 1.947 0.15
H 1.251 3.542 1.355 0.38
H 4.280 2.073 -1.042 0.52
H 3.401 0.741 -1.837 0.27
H 3.882 0.594 -0.121 0.03
H -2.579 -3.651 -1.657 0.55
H -1.629 -2.822 -2.928 0.24
H -2.752 -1.885 -1.910 0.35
H -2.166 -3.957 0.512 0.56
H -1.783 -2.534 1.507 0.00
H -0.568 -3.835 1.302 0.43
H 0.359 -4.256 -1.833 0.52
H 1.282 -3.746 -0.392 0.46
H 1.341 -2.774 -1.890 0.37
C 1.271 -0.371 -4.599 0.70
C 1.662 -1.672 -5.078 -0.86
C 0.661 -2.560 -5.421 -0.48
C -0.702 -2.104 -5.510 -0.47
C -1.024 -0.929 -4.878 -0.79
C -0.073 -0.395 -3.869 1.99
O 2.046 0.571 -4.791 -0.56
H 2.712 -1.678 -5.374 0.49
H 0.462 2.565 -3.901 0.36
H 0.898 -3.599 -5.648 0.54
H -1.430 -2.679 -6.113 0.47
H -2.035 -0.503 -4.938 0.49
H 0.066 -1.189 -3.105 -1.46
C -1.887 1.685 4.814 -0.90
N -1.969 2.733 3.761 0.18
C -3.368 2.874 3.310 -0.89
N -3.937 1.590 2.827 0.17
C -3.818 0.567 3.875 -0.90
N -2.414 0.390 4.336 0.14
C -1.562 -0.208 3.309 -0.98
P -1.491 0.881 1.784 0.66
C -1.049 2.475 2.666 -1.09
C -3.330 1.171 1.570 -1.15
H -2.510 2.008 5.663 0.31
H -0.841 1.558 5.132 0.36
H -3.404 3.607 2.495 0.39
H -3.969 3.216 4.167 0.31
H -4.189 -0.396 3.499 0.39
H -4.409 0.883 4.749 0.31
H -0.539 -0.328 3.697 0.45
H -1.947 -1.199 3.028 0.33
H -0.017 2.395 3.038 0.38
H -1.092 3.300 1.945 0.50
H -3.796 0.241 1.219 0.47
H -3.479 1.946 0.807 0.53